The following is a quantum chemistry calculation of an isolated ion of composition C9H18ClN3OPS and charge +1, from the OMol25 dataset.

Charge   +1
Gap between HOMO and LUMO   7.574 eV
Highest occupied orbital energy   -11.93 eV
Multiplicity   1
SMILES   C[C@H](Cl)Cn1c[nH+]c(C[C@@H](O)CN)c1[PH2]=S
LUMO energy   -4.35 eV

Structure (XYZ):
```
34
Properties=species:S:1:pos:R:3:forces:R:3
C -4.302235 -0.657170 -0.760707 0.85 -0.39 -0.12
C -3.655560 0.831873 -0.402048 -0.34 -1.24 -0.80
Cl -4.969792 2.132785 -0.792370 1.42 -1.25 0.51
C -2.419303 1.058353 -1.454085 -1.05 1.24 -1.27
N -1.049934 1.179022 -0.824373 5.89 2.19 0.30
C -0.037121 2.121811 -1.455136 -0.18 -1.54 1.76
N 1.319335 2.158127 -0.786569 -6.37 -4.04 1.52
C 1.137826 1.147176 0.357420 -2.74 -1.10 0.19
C 2.315452 0.703566 1.443659 -0.09 -0.24 -1.26
C 3.310403 -0.336858 0.592677 -0.80 0.17 -0.15
O 4.699490 -0.333825 1.086241 -2.07 -0.78 0.88
C 2.654595 -1.857317 0.520282 0.57 -0.20 -0.34
N 2.900068 -2.497770 -0.834896 -0.02 0.69 1.03
C -0.399223 0.502298 0.361125 4.14 3.43 -3.78
P -1.215410 -0.772026 1.525480 -0.10 1.82 2.35
S -1.862964 0.261743 3.090858 0.12 -0.62 -1.10
H -5.031419 -0.585693 -1.693102 1.45 -0.06 2.24
H -4.782154 -1.193024 0.170003 0.65 1.38 -1.95
H -3.403397 -1.362742 -1.106208 -1.87 1.48 0.74
H -3.381411 0.965620 0.727448 -0.36 -0.21 -2.21
H -2.386791 0.256722 -2.331095 -0.08 1.48 2.19
H -2.629507 2.104717 -1.989075 0.61 -2.31 1.24
H -0.362662 2.719950 -2.414977 0.97 -1.23 2.31
H 2.187889 2.711730 -1.049036 -1.72 -0.96 0.43
H 2.889545 1.660794 1.795953 -1.10 -1.90 -0.65
H 1.894321 0.084683 2.356501 0.40 1.69 -1.87
H 3.284346 0.077590 -0.523167 0.65 -0.98 2.39
H 4.754483 -0.803140 1.989444 -0.38 1.00 -2.08
H 3.145920 -2.551841 1.342563 -0.95 1.54 -1.62
H 1.498800 -1.880932 0.703012 2.20 0.34 -0.33
H 2.447555 -1.958043 -1.605202 0.88 -0.61 0.97
H 3.914361 -2.672286 -1.004953 -1.31 0.48 0.08
H -2.263383 -1.561135 0.917517 1.11 0.46 -0.38
H -0.202125 -1.654757 2.046817 -0.38 0.27 -1.24
```
Positions in Å, forces in eV/Å.

---

The following is a quantum chemistry calculation of C9H18F5NNbO4S2 as an isolated structure, from the OMol25 dataset.

Charge   -1
Gap between HOMO and LUMO   7.367 eV
Highest occupied orbital energy   -6.41 eV
Multiplicity   1
LUMO energy   0.95 eV

Structure (XYZ):
```
40
Properties=species:S:1:pos:R:3:forces:R:3
C -2.651446 -2.580975 0.883593 -0.03 -0.05 0.11
C -2.677502 -1.047327 0.808338 -0.15 0.05 -0.04
C -2.057196 -0.475885 -0.497504 0.35 -0.02 -0.20
Nb -0.416746 0.881723 -0.094603 -1.69 -2.37 0.41
C 0.480256 0.389674 -2.145569 -0.42 0.77 -0.02
S 0.577554 1.578885 -3.431963 -0.05 0.01 -0.09
O 1.828352 2.289525 -3.389487 -0.09 -0.10 -0.12
O 0.118624 0.978206 -4.668103 0.14 0.11 0.05
C -1.458678 2.004470 1.558863 0.22 1.58 -0.95
C -1.166389 3.492638 1.732080 -0.36 0.06 0.26
F -2.858603 1.869679 1.380309 0.11 -0.25 0.03
C 0.703538 -0.801534 1.133166 0.72 0.15 0.03
F 2.060200 -0.770690 1.141641 0.41 0.04 0.06
F 0.421583 -2.028492 0.586256 -0.21 -0.23 -0.16
F 0.358229 -0.931057 2.449581 -0.23 0.04 0.19
S 1.738799 2.371065 0.241370 0.75 -0.49 -0.11
O 1.899297 2.537960 1.676364 -0.17 0.14 -0.11
O 2.870574 1.830428 -0.475730 -0.09 0.23 0.19
F 1.596800 3.880865 -0.321196 -0.03 0.18 0.04
H -2.745890 -3.027379 -0.111785 -0.02 0.06 0.12
H -3.486369 -2.948592 1.492111 0.13 0.06 -0.04
H -1.728543 -2.953570 1.334534 -0.07 0.07 -0.16
H -3.716122 -0.705759 0.854163 0.16 0.05 0.04
H -2.207089 -0.636378 1.713013 -0.06 -0.11 -0.08
H -1.664850 -1.297220 -1.114014 -0.02 0.10 0.08
H -2.817973 0.028320 -1.108289 0.14 0.01 0.07
H -1.197916 2.202185 -1.078384 0.41 0.18 0.29
H -0.181573 -0.372129 -2.571763 0.13 -0.06 0.24
H 1.494804 -0.007979 -2.009531 -0.12 0.09 0.20
H -0.388033 2.441671 -3.056220 -0.05 0.12 -0.01
H -1.197948 1.486029 2.497617 0.00 -0.34 -0.26
H -0.371895 3.654896 2.461986 0.03 -0.01 -0.18
H -0.908633 3.990328 0.796517 0.03 -0.09 0.08
H -2.085122 3.965218 2.109430 0.17 -0.06 0.04
C 3.892316 -3.433507 0.275630 0.06 0.07 0.14
C 3.146269 -3.774432 -0.924705 -0.32 -0.09 -0.45
N 2.557906 -4.049258 -1.874641 0.23 0.05 0.33
H 3.235930 -3.470626 1.143172 -0.02 0.02 -0.02
H 4.712556 -4.137349 0.409680 0.00 0.01 0.01
H 4.290930 -2.423627 0.194077 -0.03 0.00 -0.02
```
Positions in Å, forces in eV/Å.

---

The following is a quantum chemistry calculation of C9H18HfInN2OS as an isolated structure, from the OMol25 dataset.

Charge   +3
Gap between HOMO and LUMO   4.804 eV
Highest occupied orbital energy   -18.29 eV
Multiplicity   1
LUMO energy   -13.48 eV

Structure (XYZ):
```
33
Properties=species:S:1:pos:R:3:forces:R:3
In -3.044574 -2.157354 -0.079297 -0.34 -2.00 0.82
C -2.599436 -0.422956 -1.522672 1.58 3.75 -2.06
C -1.255971 -0.790817 -2.171885 0.04 -0.55 2.76
C -0.085329 -0.504501 -1.141081 0.14 -0.64 -0.71
C 0.759919 -1.781920 -0.821204 -0.72 0.15 0.17
C 1.246010 -1.937544 0.648072 0.71 0.26 -0.02
C 1.730064 -0.644714 1.399556 0.17 -0.58 0.21
C 0.701754 -0.020034 2.382894 0.11 0.60 -1.38
S 1.346629 1.654705 2.927034 -0.01 0.42 -0.05
C 1.359194 2.719979 1.535015 0.42 -0.45 -0.02
N 2.137546 3.766103 1.339877 -0.01 -0.57 1.08
N 1.774786 4.249799 0.155278 -0.27 2.51 -3.32
C 0.812205 3.533523 -0.446303 1.41 -0.01 2.64
O 0.553289 2.584250 0.430491 -1.60 -1.27 -1.00
H -1.624842 -2.143994 1.025251 0.35 0.31 -1.01
H -4.529720 -1.708103 0.820222 -0.20 0.30 -1.14
H -3.133929 -3.778439 -0.795482 -0.04 0.25 0.58
H -3.419345 -0.235729 -2.244375 -0.40 -1.18 0.74
H -2.501846 0.500235 -0.924103 -0.17 -0.72 0.21
H -1.241603 -1.841155 -2.531038 0.09 0.40 -0.21
H -1.094136 -0.139164 -3.062694 -0.82 -0.25 0.10
H 0.579009 0.252427 -1.605483 -0.35 -0.20 0.40
H -0.514418 -0.093331 -0.211931 0.13 0.00 -0.39
H 0.102459 -2.643375 -1.052953 0.57 0.18 0.14
H 1.607821 -1.823170 -1.521821 -0.26 -0.08 0.31
H 0.512663 -2.475112 1.279524 0.17 0.29 -0.35
H 2.135244 -2.593075 0.604620 -0.52 0.14 0.08
H 2.598373 -0.953796 2.012044 -0.37 0.29 -0.25
H 2.135972 0.113803 0.701810 -0.38 -0.34 0.16
H -0.290718 0.172362 1.945186 0.33 -0.24 0.16
H 0.570418 -0.632199 3.292475 0.20 0.63 -0.17
H 0.331190 3.701582 -1.410822 -0.02 -0.43 0.41
Hf 2.341317 6.071719 -0.956203 0.07 -0.94 1.13
```
Positions in Å, forces in eV/Å.

---

The following is a quantum chemistry calculation of C9H18KO9 as an isolated structure, from the OMol25 dataset.

Charge   +1
Gap between HOMO and LUMO   8.753 eV
Highest occupied orbital energy   -12.99 eV
Multiplicity   1
LUMO energy   -4.24 eV

Structure (XYZ):
```
37
Properties=species:S:1:pos:R:3:forces:R:3
K -2.029238 -1.919282 -0.822109 0.11 0.02 -0.01
C -2.628798 5.377308 0.348061 0.25 -1.17 0.57
O -4.040548 5.405208 0.189871 -0.43 0.31 -0.73
C -4.601838 4.297738 -0.338539 -0.36 1.64 0.80
O -4.085848 3.288838 -0.656239 1.92 -2.16 -0.65
O -5.878618 4.510808 -0.407459 -1.57 2.60 0.82
C -6.803328 3.639778 -0.927309 -0.02 -2.82 -1.58
H -2.074948 5.297808 -0.587369 -0.27 0.03 -0.12
H -2.484568 4.470968 0.936151 0.83 0.06 0.03
H -2.269948 6.239028 0.910891 -0.55 0.04 -0.13
H -7.664998 4.095948 -1.414679 0.18 0.57 0.70
H -7.079318 2.823378 -0.259909 -0.40 0.57 0.75
H -6.364758 3.020378 -1.709679 0.42 0.26 -0.47
C -0.402688 -6.537112 2.921191 -0.61 -0.50 -1.25
O 0.971612 -6.538212 2.615701 2.84 0.37 -1.50
C 1.402532 -6.279732 1.322641 -1.51 1.72 -0.85
O 0.635792 -5.965072 0.374831 2.49 -1.20 2.87
O 2.783732 -6.254942 1.290721 -3.57 -0.69 2.54
C 3.451782 -5.934962 0.135191 1.00 -0.65 -1.94
H -0.592568 -6.714232 3.979811 0.63 0.18 -0.07
H -0.792838 -7.387652 2.362211 -0.72 0.22 0.05
H -0.842018 -5.596152 2.589981 -0.23 -0.12 0.06
H 2.937532 -6.326222 -0.742619 -0.25 0.46 -0.10
H 4.371182 -6.519532 0.167951 0.18 0.25 0.13
H 3.708462 -4.879282 0.047161 -0.31 0.03 0.06
C 3.733682 1.962128 -3.364049 -0.78 -0.25 0.10
O 3.948432 2.501848 -2.055959 0.09 0.62 0.03
C 3.260192 2.009828 -1.046789 -0.43 -2.96 0.80
O 2.514692 1.002558 -1.103239 1.32 2.82 0.26
O 3.664282 2.641368 0.078631 -0.01 0.30 -1.95
C 3.167272 2.235518 1.327291 -0.63 0.06 0.23
H 3.675382 0.875098 -3.308569 0.37 0.04 -0.10
H 4.519612 2.340688 -4.017579 -0.02 -0.17 0.32
H 2.762552 2.296658 -3.728889 0.03 0.14 -0.07
H 2.149902 1.871318 1.184421 0.15 -0.41 0.33
H 3.116912 3.131668 1.945741 0.16 -0.09 -0.01
H 3.861332 1.516528 1.762551 -0.33 -0.15 0.07
```
Positions in Å, forces in eV/Å.

---

The following is a quantum chemistry calculation of an isolated ion of composition C9H18N2 and charge +2, from the OMol25 dataset.

Charge   +2
Gap between HOMO and LUMO (alpha / beta)   9.653 / 6.554 eV
Highest occupied orbital energy (alpha / beta)   -18.64 / -17.27 eV
Multiplicity   1
LUMO energy (alpha / beta)   -8.99 / -10.71 eV

Structure (XYZ):
```
29
Properties=species:S:1:pos:R:3:forces:R:3
C 2.384185 -0.322734 0.013935 -0.59 1.98 -1.07
C 2.260149 -1.398662 0.861601 1.84 0.40 2.95
C 1.027817 -1.295347 1.824426 -1.79 -3.75 -2.07
C 0.305263 1.099481 -1.984611 0.08 0.65 0.60
C 1.356845 1.668331 -1.034131 1.55 1.50 -1.96
C -0.173452 -1.408240 0.812874 -1.69 -2.95 -0.62
C -0.505974 -0.114995 -1.466425 3.63 -5.05 -1.45
C -2.753090 0.461662 0.548763 -1.73 -0.63 -3.78
C -1.258793 0.693692 0.657683 -1.20 3.03 -3.26
N 2.425094 0.646997 -0.761473 0.95 -0.55 -1.39
N -0.497813 -0.280235 -0.025441 -0.55 0.61 0.53
H 2.246569 -2.212487 0.184446 -0.23 -1.57 -0.36
H 3.315974 -1.411151 1.334576 -1.45 -0.37 -0.02
H 0.777264 -2.234009 2.472110 1.39 1.77 -0.80
H 0.880808 -0.403885 2.344397 0.50 1.40 1.16
H -0.540326 1.744669 -2.161835 0.52 1.36 -0.18
H 0.893838 1.041505 -2.890297 -0.73 -1.07 -0.75
H 1.925465 2.643005 -1.360559 -1.21 -2.05 -0.03
H 0.970493 1.945433 -0.137767 -1.06 0.54 2.90
H -0.128851 -2.260477 0.075701 0.82 0.52 0.90
H -1.084731 -1.801793 1.447820 1.15 1.58 -1.09
H -1.496467 -0.150588 -1.816276 -1.45 0.65 -0.26
H -0.120959 -1.166562 -1.944856 -0.47 2.43 1.22
H -2.953337 -0.352626 1.130925 -1.23 -1.86 1.97
H -3.436218 1.289074 0.647862 0.43 0.64 1.10
H -3.229579 0.126604 -0.504659 1.94 0.49 1.76
H -0.872348 0.719453 1.600997 0.33 0.50 2.87
H -1.198185 1.694595 0.141683 0.75 -0.78 0.61
H 3.200910 0.589279 -1.467381 -0.47 0.60 0.51
```
Positions in Å, forces in eV/Å.

---

The following is a quantum chemistry calculation of one molecule with the formula C9H18N2O4, from the OMol25 dataset.

Gap between HOMO and LUMO   10.313 eV
Highest occupied orbital energy   -9.80 eV
Multiplicity   1
SMILES   CC[C@H](C)[C@H](NC(=O)[C@@H](N)CO)C(=O)O
LUMO energy   0.52 eV

Structure (XYZ):
```
33
Properties=species:S:1:pos:R:3:forces:R:3
C 3.329165 -1.153190 -1.307933 0.03 -1.27 -0.86
C 3.214043 0.019113 -0.410540 1.40 2.80 0.68
C 1.799853 0.625771 -0.374956 -0.33 -0.23 -0.66
C 1.644194 2.000917 0.239664 -0.08 1.03 0.63
C 0.775052 -0.407308 0.129464 0.58 -0.90 -1.49
N -0.594629 0.008511 -0.152884 0.00 -1.08 0.28
C -1.644547 -0.855160 -0.229510 1.54 -0.21 0.48
O -1.497581 -2.081858 -0.073374 -0.53 1.11 -0.35
C -2.982802 -0.176882 -0.444071 -0.97 -0.46 -0.09
N -4.097042 -1.135883 -0.340270 0.43 0.18 -1.06
C -3.257650 0.921564 0.563664 0.47 0.91 -0.49
O -2.306089 2.001698 0.368970 -0.30 -1.20 -0.68
C 0.991892 -0.783943 1.594901 -1.03 -0.04 0.52
O 1.635230 -0.148874 2.399189 -0.41 -0.94 -0.75
O 0.262258 -1.878278 1.929437 1.54 0.91 1.70
H 2.657881 -1.963536 -1.009774 0.30 -0.12 0.01
H 4.341385 -1.557724 -1.389355 -0.06 0.04 0.34
H 3.060515 -0.920714 -2.345834 -0.14 0.24 0.16
H 3.598254 -0.113068 0.618019 -0.36 -0.49 -0.37
H 3.947497 0.826399 -0.792416 -1.23 -0.91 0.37
H 1.554625 0.807279 -1.422568 -0.22 -0.33 -0.28
H 0.591092 2.372388 0.175653 0.68 -0.35 -0.03
H 1.914121 2.038432 1.314124 0.06 0.00 -0.69
H 2.236879 2.738512 -0.348942 -0.22 -0.48 0.56
H 0.892276 -1.343876 -0.503829 0.00 0.95 0.98
H -0.816602 0.968024 -0.010352 -0.25 0.77 -0.03
H -3.010216 0.314621 -1.420696 0.17 -0.18 -0.05
H -3.774787 -1.853396 0.290930 -0.12 -0.39 0.19
H -4.188763 -1.608032 -1.252681 -0.04 0.25 0.72
H -3.210554 0.561755 1.578169 0.05 -0.28 0.48
H -4.249720 1.306018 0.357476 -0.26 -0.11 0.04
H -2.489940 2.632278 1.037191 -0.09 1.09 0.92
H -0.325297 -2.161572 1.233123 -0.60 -0.30 -1.19
```
Positions in Å, forces in eV/Å.

---

The following is a quantum chemistry calculation of one molecule with the formula C9H18N2O4, from the OMol25 dataset.

Gap between HOMO and LUMO   9.620 eV
Highest occupied orbital energy   -8.91 eV
Multiplicity   1
SMILES   CC(C)[C@H](NC(=O)[C@@H](N)[C@@H](C)O)C(=O)O
LUMO energy   0.71 eV

Structure (XYZ):
```
33
Properties=species:S:1:pos:R:3:forces:R:3
C 1.359403 2.262630 -1.014643 0.89 -0.56 -0.91
C 1.924878 1.177685 -0.131359 2.53 -1.56 -1.45
C 1.505979 1.284041 1.285853 1.34 -2.77 1.34
C 1.730839 -0.243315 -0.756092 -0.43 -1.06 -0.23
N 0.307315 -0.529459 -1.088640 2.00 -1.53 1.72
C -0.511480 -1.405847 -0.387146 -0.49 3.03 -2.48
O -0.125032 -2.296022 0.289261 0.21 -1.40 1.74
C -1.999871 -1.052579 -0.701896 2.62 1.78 -1.83
N -2.885729 -1.925669 -0.233775 -2.74 -5.17 -1.22
C -2.431445 0.227900 -0.050499 -1.67 0.42 0.95
C -2.251913 0.202159 1.554936 1.14 2.20 -1.77
O -1.756270 1.252511 -0.712187 0.34 0.86 0.48
C 2.523138 -1.384174 0.041755 -2.29 0.13 -1.72
O 3.188964 -1.114119 0.986980 0.66 -0.59 0.34
O 2.378641 -2.638520 -0.554012 0.77 2.03 0.67
H 1.594633 1.887000 -2.015860 -0.19 0.59 -0.36
H 1.922513 3.203702 -0.883508 -0.74 -0.25 0.10
H 0.280210 2.319344 -0.943378 -0.02 0.49 0.09
H 3.058848 1.207310 -0.283900 -1.20 0.48 0.79
H 2.359677 1.536528 1.928682 -0.61 0.63 -0.03
H 1.234118 0.271731 1.682079 0.07 0.70 -0.30
H 0.638369 1.851780 1.355923 -1.25 1.54 0.61
H 2.270741 -0.290923 -1.714982 -0.08 0.33 0.05
H -0.081973 0.152691 -1.683577 -0.77 0.64 -0.35
H -1.983272 -0.918466 -1.860294 -0.53 -0.15 1.73
H -2.645068 -2.903617 -0.357777 0.03 0.09 -0.26
H -3.118512 -1.855177 0.699091 -0.47 0.50 2.13
H -3.508832 0.430293 -0.243272 0.43 -0.74 0.04
H -2.443154 1.211760 2.027489 -0.10 -0.90 -0.77
H -2.814196 -0.512711 2.110315 -0.46 -0.59 0.05
H -1.187930 0.040563 1.684165 0.26 -0.33 0.47
H -1.497415 1.775108 0.029959 0.68 1.41 0.27
H 2.963821 -3.224147 -0.059695 0.06 -0.22 0.14
```
Positions in Å, forces in eV/Å.

---

In Eh, the E_tot values for the records above are, in order, -1792.44460, -2062.00198, -1173.24730, -1630.59544, -462.37200, -764.23778, -764.17354.
In eV Å⁻¹, the largest force on an atom values for the records above are, in order, 7.70, 2.94, 4.56, 4.43, 6.38, 3.20, 5.98.